{"formula": "C48H84N2O2SeSi4TeTi", "method": "ωB97M-V/def2-TZVPD", "species": ["Ti", "C", "C", "C", "C", "C", "C", "C", "Se", "C", "C", "C", "C", "C", "C", "O", "C", "C", "C", "C", "C", "C", "C", "C", "C", "O", "C", "C", "C", "C", "C", "C", "H", "H", "H", "H", "H", "H", "H", "H", "H", "H", "H", "H", "H", "H", "H", "H", "H", "H", "H", "H", "H", "H", "H", "H", "H", "H", "H", "H", "H", "H", "H", "H", "H", "H", "H", "H", "H", "H", "H", "H", "C", "Si", "C", "C", "N", "C", "C", "C", "C", "C", "C", "N", "Si", "C", "C", "C", "H", "H", "H", "H", "H", "H", "H", "H", "H", "H", "H", "H", "H", "H", "H", "H", "H", "H", "H", "H", "H", "H", "C", "Si", "C", "C", "C", "Te", "C", "Si", "C", "C", "C", "H", "H", "H", "H", "H", "H", "H", "H", "H", "H", "H", "H", "H", "H", "H", "H", "H", "H", "H", "H", "H", "H"], "xyz": [[-1.03238, -0.07471, -0.99571], [4.84526, 5.28498, 0.19220], [3.92308, 5.18350, -1.03012], [3.07173, 6.45205, -1.08363], [4.78032, 5.12314, -2.30250], [3.06463, 3.92200, -0.94469], [1.67963, 3.93784, -1.02978], [0.96692, 2.75110, -0.99737], [-0.92533, 2.76900, -0.73207], [-0.74125, 2.56070, 1.17236], [-0.53967, 3.68320, 1.95548], [-0.30489, 3.55597, 3.31619], [-0.26155, 2.26152, 3.82864], [-0.43760, 1.10134, 3.08137], [-0.73966, 1.25696, 1.70398], [-1.02954, 0.22220, 0.94280], [-0.28350, -0.24407, 3.81380], [1.03736, -0.23435, 4.60493], [-0.22919, -1.49671, 2.93102], [-1.45347, -0.39948, 4.79592], [-0.10216, 4.75550, 4.24127], [-0.02253, 6.06961, 3.46389], [-1.27827, 4.84417, 5.22376], [1.20363, 4.59703, 5.03248], [1.58794, 1.49118, -0.90137], [0.87212, 0.39926, -1.00398], [2.98838, 1.46511, -0.68236], [3.66497, 2.67884, -0.74979], [3.81055, 0.21346, -0.33161], [4.86519, -0.02680, -1.42275], [4.52340, 0.47274, 1.00944], [3.01412, -1.07938, -0.14777], [5.42617, 6.21120, 0.15239], [4.26299, 5.28059, 1.11561], [5.54825, 4.45301, 0.23849], [3.72387, 7.32812, -1.12740], [2.43081, 6.47000, -1.96674], [2.43567, 6.54676, -0.20124], [5.42528, 6.00430, -2.37884], [5.41311, 4.23413, -2.30385], [4.14572, 5.07917, -3.18951], [1.13391, 4.86971, -1.09652], [-0.55456, 4.65617, 1.48312], [-0.07458, 2.14057, 4.88942], [1.88544, -0.13019, 3.92515], [1.09188, 0.56628, 5.34439], [1.14958, -1.18414, 5.13308], [0.58417, -1.44699, 2.20532], [-0.04086, -2.36035, 3.57540], [-1.14807, -1.67348, 2.38481], [-1.47896, 0.41309, 5.52670], [-2.40541, -0.40153, 4.26138], [-1.36672, -1.34592, 5.33632], [-0.96110, 6.29487, 2.95394], [0.18624, 6.89027, 4.15509], [0.77204, 6.04676, 2.71541], [-2.21889, 4.97277, 4.68525], [-1.35938, 3.93408, 5.82041], [-1.14886, 5.69080, 5.90534], [2.05322, 4.49648, 4.35451], [1.37088, 5.46903, 5.67164], [1.18284, 3.71431, 5.67186], [4.74260, 2.64755, -0.63438], [5.56003, 0.81194, -1.51463], [5.44484, -0.92260, -1.18532], [4.38547, -0.18067, -2.39047], [5.16571, 1.35470, 0.98422], [3.78808, 0.61124, 1.80508], [5.13994, -0.39226, 1.26666], [2.49747, -1.41070, -1.04275], [3.70518, -1.86916, 0.15980], [2.25527, -0.98246, 0.62942], [1.77958, -0.12861, -3.63163], [0.02081, 0.00619, -4.24065], [-0.12102, -1.49706, -5.38944], [-0.03685, 1.62053, -5.22606], [-1.22784, -0.01696, -3.00185], [-2.56233, 0.01740, -3.44387], [-2.96008, 0.10192, -4.78017], [-4.29699, 0.12734, -5.15807], [-5.26847, 0.08244, -4.17795], [-4.89860, 0.01661, -2.84039], [-3.56155, -0.02300, -2.43091], [-3.09996, -0.10319, -1.12194], [-4.08768, -0.13071, 0.33310], [-3.74880, -1.65168, 1.38659], [-3.88239, 1.44066, 1.36660], [-5.97220, -0.15381, 0.10279], [2.37492, -0.26501, -4.54385], [1.91746, -1.00599, -2.99899], [2.16329, 0.74531, -3.11259], [0.22594, -1.23690, -6.39511], [-1.11902, -1.92145, -5.47325], [0.53583, -2.28164, -5.00537], [0.86163, 1.68615, -5.84717], [-0.01969, 2.46506, -4.53112], [-0.91050, 1.73851, -5.86596], [-2.22075, 0.15597, -5.56324], [-4.56126, 0.18433, -6.20752], [-6.32155, 0.10125, -4.43572], [-5.68250, -0.01589, -2.10826], [-2.86959, -2.19456, 1.03574], [-4.60520, -2.33000, 1.33558], [-3.59209, -1.38860, 2.43488], [-3.18628, 1.33310, 2.19656], [-4.86080, 1.70578, 1.77952], [-3.54417, 2.28615, 0.76310], [-6.34622, -1.02889, -0.43033], [-6.37859, 0.74769, -0.35722], [-6.34808, -0.20477, 1.13136], [-2.48887, -5.98204, -1.13623], [-2.69892, -4.61461, -2.39948], [-4.12994, -3.49170, -1.92895], [-3.12259, -5.41564, -4.06349], [-1.14954, -3.58573, -2.59443], [-0.51884, -2.73239, -0.72027], [1.21570, -5.92760, -0.51696], [1.45120, -6.07136, 1.23967], [2.45537, -7.51503, 2.04501], [-0.21379, -6.19446, 2.16159], [2.34491, -4.53953, 1.95692], [-3.46203, -6.37776, -0.82944], [-1.96035, -5.62408, -0.25159], [-1.89374, -6.80177, -1.54347], [-5.07011, -4.05167, -1.91667], [-4.23164, -2.66411, -2.63498], [-3.96669, -3.06184, -0.93831], [-4.00931, -6.05044, -3.98135], [-2.29364, -6.03700, -4.41072], [-3.32000, -4.65778, -4.82585], [-1.33688, -2.75357, -3.27542], [-0.30305, -4.16863, -2.95853], [2.05397, -5.68950, -1.17411], [0.49323, -6.58755, -1.00357], [1.96495, -8.47177, 1.83891], [2.56717, -7.40992, 3.13097], [3.45404, -7.55417, 1.59878], [-0.75007, -7.09898, 1.85674], [-0.84482, -5.33594, 1.91615], [-0.08345, -6.22879, 3.24783], [3.42802, -4.61029, 1.80867], [2.16814, -4.42655, 3.03204], [1.99567, -3.63582, 1.45079]], "forces_ev_per_a": [[0.0, -1.2, -0.3], [0.0, 0.0, 0.0], [0.0, 0.0, 0.0], [0.0, 0.0, 0.0], [0.0, 0.0, 0.0], [0.0, 0.0, 0.0], [0.0, 0.0, 0.0], [0.2, 0.1, 0.0], [-0.2, 0.1, 0.0], [0.0, 0.0, 0.0], [0.0, 0.0, 0.0], [0.0, 0.0, 0.0], [0.0, -0.1, 0.0], [0.1, 0.1, -0.2], [0.1, -0.2, 0.1], [-0.4, 0.1, -0.3], [0.0, 0.0, 0.0], [0.0, 0.0, 0.0], [0.1, 0.0, 0.0], [0.0, 0.0, 0.0], [0.0, 0.0, 0.0], [0.0, 0.0, 0.0], [0.0, 0.0, 0.0], [0.0, 0.0, 0.0], [0.1, -0.1, 0.1], [-0.3, 0.2, 0.1], [-0.1, 0.1, -0.1], [0.0, 0.0, 0.0], [0.1, 0.1, 0.0], [0.0, 0.0, 0.0], [0.0, 0.0, 0.0], [0.0, -0.1, 0.1], [0.0, 0.0, 0.0], [0.0, 0.0, 0.0], [0.0, 0.0, 0.0], [0.0, 0.0, 0.0], [0.0, 0.0, 0.0], [0.0, 0.0, 0.0], [0.0, 0.0, 0.0], [0.0, 0.0, 0.0], [0.0, 0.0, 0.0], [0.0, 0.0, 0.0], [0.0, 0.0, 0.0], [0.0, 0.0, 0.0], [0.0, 0.0, 0.0], [0.0, 0.0, 0.0], [0.0, 0.0, 0.0], [0.0, 0.0, 0.0], [0.0, 0.0, 0.0], [-0.1, 0.0, 0.0], [0.0, 0.0, 0.0], [0.0, 0.0, 0.0], [0.0, 0.0, 0.0], [0.0, 0.0, 0.0], [0.0, 0.0, 0.0], [0.0, 0.0, 0.0], [0.0, 0.0, 0.0], [0.0, 0.0, 0.0], [0.0, 0.0, 0.0], [0.0, 0.0, 0.0], [0.0, 0.0, 0.0], [0.0, 0.0, 0.0], [0.0, 0.0, 0.0], [0.0, 0.0, 0.0], [0.0, 0.0, 0.0], [0.0, 0.0, 0.0], [0.0, 0.0, 0.0], [0.0, 0.0, 0.0], [0.0, 0.0, 0.0], [0.0, 0.0, 0.0], [0.0, 0.0, 0.0], [0.0, 0.0, 0.0], [0.0, 0.0, -0.2], [-0.1, -0.2, 0.2], [0.1, 0.1, 0.0], [0.1, 0.0, 0.0], [0.0, 0.2, 0.1], [0.0, 0.1, 0.1], [0.0, 0.0, 0.0], [0.0, 0.0, 0.0], [0.0, 0.0, 0.0], [0.0, 0.0, 0.0], [0.0, 0.1, -0.1], [0.3, 0.3, 0.2], [0.1, 0.1, -0.1], [0.0, 0.1, -0.1], [-0.1, 0.0, -0.1], [0.1, -0.1, 0.1], [0.0, 0.0, 0.0], [0.0, 0.0, 0.0], [0.0, 0.0, 0.0], [0.0, 0.0, 0.0], [-0.1, 0.0, 0.0], [0.0, 0.0, 0.0], [0.0, 0.0, 0.0], [0.0, 0.0, 0.0], [0.0, 0.0, 0.0], [0.1, -0.1, 0.0], [0.0, 0.0, 0.0], [0.0, 0.0, 0.0], [0.0, 0.0, 0.0], [0.0, 0.0, 0.0], [0.0, 0.0, 0.0], [0.0, 0.0, 0.0], [0.0, 0.0, 0.0], [0.0, 0.0, 0.0], [0.0, 0.0, 0.0], [0.0, 0.0, 0.0], [0.0, 0.0, 0.0], [-0.1, 0.0, 0.0], [0.0, 0.0, 0.0], [0.1, 0.1, 0.0], [0.0, -0.1, 0.0], [0.0, 0.0, 0.0], [-0.2, 0.0, 0.0], [0.2, 0.3, 0.2], [0.0, -0.3, 0.0], [0.0, 0.2, 0.1], [0.0, 0.0, -0.1], [0.0, 0.0, -0.1], [0.0, -0.1, -0.1], [0.0, 0.0, 0.0], [0.0, 0.0, 0.0], [0.0, 0.0, 0.0], [0.0, 0.0, 0.0], [0.0, 0.0, 0.0], [0.0, 0.0, 0.0], [0.0, 0.0, 0.0], [0.0, 0.0, 0.0], [0.0, 0.0, 0.0], [0.0, 0.0, 0.0], [0.0, 0.0, 0.0], [0.0, 0.1, 0.0], [0.0, 0.0, 0.0], [0.0, 0.0, 0.0], [0.0, 0.0, 0.0], [0.0, 0.0, 0.0], [0.0, 0.0, 0.0], [0.0, 0.0, 0.0], [0.0, 0.0, 0.0], [0.0, 0.0, 0.0], [0.0, 0.0, 0.0], [0.0, 0.0, 0.0]], "total_charge": -2, "homo_lumo_gap_ev": 3.6, "lumo_ev": 3.49, "largest_force_ha_per_bohr": 0.0236, "homo_energy_ev": -0.12, "spin_multiplicity": 1}